1 | 7
Properties=species:S:1:pos:R:3:nbo_charge:R:1 method="wB97M-V/def2-TZVPD" smiles=C#CC
C -1.67 0.04 0.04 -0.2751
C -0.46 0.13 0.02 -0.0016
C 0.98 0.02 0.02 -0.6889
H -2.76 -0.12 -0.09 0.2498
H 1.37 1.01 -0.22 0.2381
H 1.28 -0.73 -0.73 0.2389
H 1.26 -0.34 0.97 0.2388



2 | 7
Properties=species:S:1:pos:R:3:nbo_charge:R:1 method="wB97M-V/def2-TZVPD" smiles=C#CC
C -2.19 -0.16 -0.01 -0.3233
C -0.96 0.04 0.04 -0.0255
C 0.84 0.06 -0.01 -0.5551
H -3.12 0.14 -0.26 0.2185
H 1.07 -0.64 0.76 0.2414
H 0.95 0.07 -1.07 0.2390
H 1.06 0.99 0.27 0.2049



Quick one: most stable of them? 1



1 | 10
Properties=species:S:1:pos:R:3:nbo_charge:R:1 method="wB97M-V/def2-TZVPD" total_charge=-1
C -0.69 1.80 1.16 -0.5473
C 0.03 -0.33 -0.74 0.3471
O 0.45 -2.72 0.49 -1.0030
O 2.34 -1.47 -0.38 -1.0181
F -1.21 -0.67 -1.10 -0.3808
F 0.45 0.35 -1.82 -0.3768
S 0.96 -1.96 -0.67 1.4867
H -0.70 0.96 1.88 0.1855
H -1.67 2.04 0.69 0.1455
H 0.03 2.01 0.49 0.1611



2 | 10
Properties=species:S:1:pos:R:3:nbo_charge:R:1 method="wB97M-V/def2-TZVPD" total_charge=-1
C -1.33 0.11 -0.97 -0.6960
C 0.27 0.56 0.55 0.4820
O 1.16 -1.67 -0.40 -1.0428
O 2.09 -0.99 1.74 -1.0300
F 0.57 1.89 0.40 -0.3943
F -0.45 0.54 1.68 -0.3647
S 1.81 -0.58 0.35 1.4716
H -1.22 1.03 -1.37 0.1747
H -2.23 -0.35 -0.60 0.1864
H -0.67 -0.55 -1.39 0.2132



Quick one: most stable of them? 2



1 | 18
Properties=species:S:1:pos:R:3:lowdin_spin:R:1 method="wB97M-V/def2-TZVPD" total_charge=+2 multiplicity=2 s2=0.756
C -2.20 0.07 0.74 0.0644
C -1.66 -0.51 -0.57 0.0506
C -0.31 -0.01 -0.93 0.2679
C 0.06 1.04 -1.75 0.4973
N 0.80 -0.54 -0.05 0.0437
H -2.69 1.14 0.63 0.0007
H -1.45 0.16 1.64 0.0000
H -2.85 -0.82 1.03 0.0128
H -2.35 -0.23 -1.48 0.0043
H -1.69 -1.74 -0.56 -0.0026
H -0.21 2.13 -1.71 0.0189
H 0.90 0.85 -2.42 0.0303
H 0.62 -1.60 0.01 0.0067
H 1.75 -0.47 -0.42 0.0011
H 0.73 0.09 0.75 0.0034
H 3.05 0.79 1.98 0.0000
H 4.21 -0.20 1.41 0.0000
O 3.28 -0.16 1.69 0.0004



2 | 18
Properties=species:S:1:pos:R:3:lowdin_spin:R:1 method="wB97M-V/def2-TZVPD" total_charge=+2 multiplicity=2 s2=0.753
C 0.93 1.01 -0.86 0.0003
C 0.17 -0.42 -1.00 0.0871
C 0.65 -1.49 -0.03 0.3413
C -0.16 -2.48 0.34 0.4402
N 0.83 1.31 0.70 0.0049
H 1.96 1.13 -1.31 0.0007
H 0.30 1.76 -1.44 -0.0003
H -0.82 -0.31 -0.69 0.0255
H -0.08 -0.68 -2.05 0.0313
H 1.56 -1.14 0.40 0.0144
H -0.08 -3.02 1.27 0.0239
H -0.71 -2.85 -0.40 0.0247
H -0.13 1.34 1.00 -0.0001
H 1.34 0.58 1.20 0.0018
H 1.25 2.25 0.85 -0.0001
H -2.26 0.18 0.73 0.0000
H -2.80 1.68 0.65 0.0000
O -1.97 1.13 0.65 0.0047



Quick one: most stable of them? 2